# 1
Density functional theory data (ωB97M-V with the def2-TZVPD basis set) for a molecular structure, C47H44Br3IN10OSr.

Each line ends with the Mulliken charge.
Positions of all 107 atoms, in Å:
Sr 0.02785 0.83358 -0.37279  1.212
C -0.79310 3.88157 -1.65753  -0.372
N -1.59615 2.72555 -1.21134  1.581
C -2.64070 3.18764 -0.29440  -1.876
C -3.16020 2.13238 0.65258  0.921
C -4.45525 2.22564 1.14827  -1.120
C -4.88048 1.31095 2.09510  -0.859
C -4.00225 0.32238 2.51325  -0.847
C -2.73737 0.29909 1.95333  -0.558
N -2.31922 1.17903 1.04704  1.828
C -2.13063 2.03438 -2.40544  -0.412
C -2.94147 0.78491 -2.13408  0.644
C -4.19088 0.63252 -2.71585  -0.904
C -4.88531 -0.55405 -2.53197  -0.872
C -4.30920 -1.54556 -1.76002  -0.918
C -3.06135 -1.30263 -1.20411  -0.475
N -2.38112 -0.17620 -1.38359  1.119
C 0.42956 3.46600 -2.44182  0.394
C 0.60060 3.83365 -3.76574  -0.882
C 1.74338 3.41861 -4.43823  -0.539
C 2.67596 2.64920 -3.76330  -0.732
C 2.41968 2.32155 -2.44111  -0.149
N 1.32915 2.71339 -1.78866  0.085
H -1.39577 4.56276 -2.27533  0.426
H -0.47390 4.41988 -0.76530  -0.150
H -2.21315 3.97602 0.33100  0.165
H -3.48827 3.62350 -0.84256  0.380
H -5.10982 3.01517 0.80179  0.578
H -5.88210 1.36775 2.50148  0.456
H -4.28659 -0.41417 3.25205  0.541
H -2.02024 -0.45794 2.25676  -0.263
H -2.74438 2.73284 -2.99340  0.318
H -1.28025 1.72660 -3.02521  -0.535
H -4.60660 1.43391 -3.31203  0.544
H -5.85870 -0.69729 -2.98291  0.437
H -4.80759 -2.48849 -1.58295  0.534
H -2.59057 -2.05229 -0.57786  0.127
H -0.15955 4.42031 -4.26468  0.437
H 1.89127 3.67670 -5.47872  0.394
H 3.57244 2.28830 -4.24673  0.459
H 3.10184 1.68578 -1.88950  0.321
C 2.51385 -3.48562 0.27063  -0.784
C 1.95141 -3.48914 -1.12218  0.811
C 2.09365 -4.65857 -1.90699  -1.373
C 1.61185 -4.67160 -3.17831  -1.078
C 1.01262 -3.50589 -3.71218  1.185
C 0.52724 -3.40900 -5.03884  -0.156
Br 0.59232 -4.90409 -6.20881  -0.266
C 0.00829 -2.23509 -5.49885  -0.589
C -0.05515 -1.11583 -4.66250  0.253
Br -0.76767 0.48370 -5.39956  -0.150
C 0.37674 -1.10660 -3.33392  -1.251
O 0.31422 -0.09349 -2.56751  0.926
C 0.92280 -2.37828 -2.86191  -0.246
N 1.36419 -2.40792 -1.57368  0.455
H 3.60541 -3.51589 0.23431  0.634
H 2.17789 -4.35852 0.83451  0.422
H 2.21381 -2.58789 0.80629  -0.595
H 2.57731 -5.53056 -1.48473  0.485
H 1.69577 -5.55451 -3.79713  0.363
H -0.35536 -2.15910 -6.51411  0.434
C 3.95584 -0.80435 4.70657  -1.226
C 4.97339 -1.44406 3.76635  0.850
C 4.51706 -2.82429 3.30761  -1.129
C 5.37240 -0.55627 2.58876  -1.175
N 4.35461 -0.41250 1.54770  1.045
C 3.08712 -0.00016 1.58987  -1.197
N 2.61742 0.03381 0.36410  0.700
N 3.63629 -0.35252 -0.43701  -0.027
N 4.67331 -0.62330 0.25623  -1.127
H 3.86928 -1.39551 5.61902  0.417
H 2.95797 -0.76598 4.26416  -0.036
H 4.24251 0.21051 4.98860  0.392
H 5.90657 -1.55947 4.32721  0.308
H 3.55661 -2.76987 2.79049  -0.031
H 4.38712 -3.48526 4.16527  0.501
H 5.23957 -3.28399 2.63023  0.355
H 6.22480 -0.98966 2.06867  0.426
H 5.65250 0.44211 2.92851  0.341
H 2.54600 0.27462 2.47758  0.366
C 0.74141 2.06839 2.17485  -1.980
C -0.05786 3.21344 2.34356  1.208
C -1.24816 3.22395 3.13026  -0.575
C -2.07145 4.31788 3.20528  -0.608
C -1.76472 5.50511 2.51755  0.292
C -0.56311 5.55260 1.79262  -0.301
C 0.25681 4.45371 1.70861  -0.581
C -2.64089 6.62669 2.56324  -0.023
N -3.36443 7.52474 2.59214  -0.626
H 0.61059 1.25098 2.88473  0.074
H 1.75584 2.24607 1.82680  0.703
H -1.51006 2.32752 3.68157  0.486
H -2.97351 4.27349 3.80423  0.498
H -0.28647 6.47235 1.28998  0.430
H 1.18112 4.52170 1.14308  0.296
Br -1.58774 -4.94491 4.59989  -0.200
C -1.38039 -4.57667 2.75980  0.361
C -1.91049 -5.48363 1.85072  -0.406
C -1.77620 -5.26611 0.48914  -0.966
C -1.11780 -4.13558 0.02771  -0.551
C -0.59969 -3.22588 0.93478  0.162
C -0.71734 -3.44225 2.30244  -0.728
I 0.14568 -2.04558 3.58631  0.211
H -2.42120 -6.36208 2.22027  0.405
H -2.18209 -5.98590 -0.20923  0.421
H -0.99136 -3.95771 -1.03338  0.624
H -0.06759 -2.35523 0.57313  0.696

Calculated values
ΔE to the lowest compared entry with this formula, charge and spin ... 8.9 kcal per mole
Orbital gap ... 6.05 eV
Maximum force ... 0.56 eV/A
LUMO energy ... -0.001 eV

***

# 2
Density functional theory data (ωB97M-V with the def2-TZVPD basis set) for a molecular structure, C3HCsFO2.

Each line ends with the Mulliken charge.
Positions of all 8 atoms, in Å:
C -1.62680 -2.84812 0.19927  0.799
O -2.68246 -3.15611 0.43831  -0.010
O -0.40015 -2.73027 -0.01851  -0.178
C 0.24227 -1.55704 -0.10023  -0.135
C 0.34617 -0.35172 -0.10868  0.050
H 0.66430 0.77400 -0.13684  0.439
Cs 1.98820 6.34575 -0.10502  0.961
F 1.46847 3.52350 -0.16831  -0.925

Calculated values
Net charge ... +1
ΔE to the lowest compared entry with this formula, charge and spin ... 85.8 kcal per mole
Orbital gap ... 5.26 eV
Maximum force ... 2.79 eV/A
LUMO energy ... -5.633 eV

***

# 3
Density functional theory data (ωB97M-V with the def2-TZVPD basis set) for a molecular structure, C21H37ClNSSi4Tc.

Each line ends with the Löwdin spin population.
Positions of all 66 atoms, in Å:
Tc -0.69043 1.48830 -1.26777  2.391
S -1.70813 3.29859 -2.57587  0.118
C -2.60730 1.88153 -2.95322  0.042
C -3.55310 1.77136 -3.97609  0.008
C -4.24714 0.59204 -4.11779  0.012
C -3.99125 -0.47800 -3.24887  0.006
C -3.03136 -0.32745 -2.28454  0.004
N -2.34545 0.82120 -2.14476  0.010
H -3.71363 2.61609 -4.62955  0.000
H -4.99872 0.49935 -4.88970  0.001
H -4.52165 -1.41283 -3.34534  0.000
H -2.77862 -1.12082 -1.59359  0.000
C 3.21433 1.16670 0.95637  0.016
Si 1.74273 1.27510 2.13915  0.040
C 2.14649 0.46988 3.79942  0.000
C 1.31072 3.09918 2.41657  0.006
Si -0.07569 0.31494 0.66065  0.125
Si 0.33125 -2.10121 0.90244  0.064
C 0.50598 -2.85511 2.62937  0.014
C 1.89969 -2.48250 -0.07975  0.007
C -1.16609 -2.89227 0.05145  0.007
Si -1.95138 0.76463 2.46484  0.086
C -3.46508 0.07793 1.56862  0.016
C -1.65049 -0.10448 4.10790  0.016
C -2.13559 2.62440 2.72063  0.010
H 4.13167 1.54305 1.41369  0.003
H 3.01280 1.76555 0.06750  0.000
H 3.39553 0.14157 0.63132  0.000
H 3.03269 0.93827 4.23164  0.000
H 2.35323 -0.59534 3.70035  0.000
H 1.33336 0.58867 4.51433  0.000
H 2.22059 3.69050 2.53901  0.001
H 0.70868 3.24723 3.31198  0.000
H 0.76020 3.51007 1.56947  0.001
H 1.35066 -2.44293 3.18059  0.000
H 0.67074 -3.93056 2.53941  0.003
H -0.38422 -2.71527 3.24092  0.000
H 2.79292 -2.16366 0.45996  0.000
H 1.89503 -1.97165 -1.04194  0.000
H 1.99832 -3.55327 -0.26771  0.001
H -2.10222 -2.61543 0.53903  0.000
H -1.10501 -3.98191 0.05784  0.001
H -1.21696 -2.56466 -0.98843  0.000
H -3.39251 -0.99989 1.42125  0.000
H -3.58256 0.54164 0.58849  -0.001
H -4.37393 0.27014 2.14385  0.003
H -1.55853 -1.18246 3.98762  0.000
H -2.48345 0.08214 4.78901  0.003
H -0.74324 0.25309 4.59259  0.000
H -1.99925 3.17760 1.79119  0.001
H -1.41452 3.00454 3.44247  0.000
H -3.13294 2.85497 3.10175  0.002
Cl -0.23797 -1.10541 -3.56396  0.016
C 1.47049 -0.93495 -3.34200  -0.004
C 2.29649 -1.95238 -3.78254  0.002
C 3.66176 -1.86245 -3.56411  -0.007
C 4.17415 -0.77355 -2.87778  0.001
C 3.33598 0.24735 -2.46375  -0.007
C 1.96161 0.21228 -2.70399  0.006
C 1.09113 1.37983 -2.40228  -0.037
H 1.87610 -2.80489 -4.29693  0.000
H 4.32024 -2.63705 -3.93117  0.000
H 5.23395 -0.70715 -2.67357  0.000
H 3.75236 1.11269 -1.96426  0.000
H 0.68974 1.75880 -3.35038  0.011
H 1.68679 2.18828 -1.95105  0.003

Calculated values
Net charge ... +1
ΔE to the lowest compared entry with this formula, charge and spin ... 36.0 kcal per mole
Orbital gap (spin up / spin down) ... 6.05 / 6.12 eV
Maximum force ... 2.82 eV/A
LUMO energy (spin up / spin down) ... -4.657 / -4.925 eV
2S+1 ... 4

***

Question: What is the maximum force in the first record?
Answer: 0.56 eV/A